# 1
54
Properties=species:S:1:pos:R:3:forces:R:3 method="wB97M-V/def2-TZVPD" total_charge=+1 multiplicity=1 lumo_ev=-4.53
C 0.75059 -4.87968 0.28219 1.5 -0.5 -0.8
O -0.28403 -4.47728 1.24738 -1.4 1.1 -2.7
C -1.44927 -3.85658 0.59392 1.6 1.2 1.2
N -2.44375 -5.00512 0.32436 0.6 -0.2 0.2
H 0.57989 -5.99447 -0.10794 0.5 2.3 1.1
H 0.81335 -4.19820 -0.67994 -0.4 -1.1 2.0
H 1.79279 -4.75905 0.84118 -2.3 -0.6 -1.2
H -1.20467 -3.33460 -0.42602 -0.5 -1.2 2.0
H -1.87841 -3.06244 1.35535 0.6 -2.0 -1.7
H -3.30195 -4.68276 -0.17667 0.5 0.0 0.7
H -2.64467 -5.49305 1.24154 0.0 0.7 -1.3
H -1.93157 -5.67692 -0.28986 -0.6 0.4 0.6
C -5.69602 0.53877 -0.07574 0.1 0.2 -0.1
C -5.47028 -0.76029 0.12972 -1.5 -0.6 0.7
C -4.15169 -1.37586 -0.18654 0.7 0.7 -0.5
O -3.96792 -2.56835 0.03076 -0.2 -0.4 0.1
C -3.10812 -0.51249 -0.76113 -0.4 -1.0 0.4
C -3.33521 0.78580 -0.96973 2.2 1.3 -1.1
C -4.64433 1.40659 -0.62775 -1.0 1.3 0.1
O -4.81703 2.60647 -0.81386 0.3 -1.4 0.1
O -2.35982 1.60238 -1.51194 -2.2 -1.3 1.0
O -6.45480 -1.58279 0.64580 1.8 0.3 -0.7
H -6.64897 0.99972 0.15172 0.1 0.0 0.0
H -2.16046 -0.97637 -1.00297 0.0 0.1 0.0
H -2.76558 2.49531 -1.56235 0.2 0.2 0.1
H -6.04701 -2.47433 0.70180 -0.3 0.5 0.0
C -0.24394 7.26572 -1.12095 -0.4 -0.1 0.0
C 0.92724 6.63200 -1.20731 1.4 1.4 -0.1
C 1.00325 5.14481 -1.21732 0.6 -0.9 0.0
O 2.09239 4.59082 -1.31675 -0.7 0.6 0.1
C -0.25403 4.38968 -1.10055 0.2 0.0 0.0
C -1.42480 5.02361 -1.01071 -0.7 -1.2 0.1
C -1.50268 6.51013 -1.02854 -0.5 1.2 0.0
O -2.59493 7.06405 -0.96287 0.7 -0.8 0.0
O -2.60998 4.32016 -0.89799 1.1 1.6 -0.2
O 2.11473 7.33546 -1.29182 -1.3 -1.7 0.1
H -0.31391 8.34618 -1.11485 0.0 -0.1 0.0
H -0.18300 3.30959 -1.09109 0.0 0.0 0.0
H -3.31473 5.00246 -0.85000 0.1 -0.3 0.0
H 2.81885 6.65314 -1.34589 -0.3 0.3 0.0
C 6.78455 -1.52966 1.63550 -0.1 0.4 -0.2
C 6.36079 -2.77163 1.87768 1.5 -0.9 0.9
C 4.99806 -3.21653 1.47439 -0.7 -0.4 -0.1
O 4.64362 -4.36954 1.69334 0.3 0.6 0.0
C 4.11719 -2.23459 0.82286 0.1 -0.4 0.2
C 4.53992 -0.99168 0.58389 -1.6 1.0 -0.9
C 5.91198 -0.55533 0.96232 1.1 0.8 0.2
O 6.27831 0.58827 0.71304 -0.7 -0.9 0.1
O 3.71635 -0.06299 -0.02559 1.7 -0.8 0.9
O 7.17435 -3.69219 2.51236 -1.7 0.7 -0.9
H 7.77337 -1.19361 1.92122 -0.1 0.0 0.0
H 3.12316 -2.56587 0.55104 0.1 0.0 0.0
H 4.25102 0.75840 -0.08831 -0.2 -0.3 0.0
H 6.64180 -4.51523 2.56960 0.3 0.3 0.0

***

# 2
95
Properties=species:S:1:pos:R:3:forces:R:3 method="wB97M-V/def2-TZVPD" total_charge=-2 e_above_lowest_kj_mol=83.93 multiplicity=2 lumo_ev="3.73 / 3.64" s_squared=0.796
Ru -0.80608 -0.58126 -0.01227 0.0 1.7 0.7
Se -2.57524 0.59684 -1.12880 -0.2 0.0 0.8
Se -2.54643 -1.02358 -3.25808 -0.1 0.3 0.2
C -2.44907 -2.37701 -1.91935 0.2 0.3 -0.4
C -3.25963 -3.49467 -2.07957 0.0 -0.2 0.0
C -3.20683 -4.52539 -1.16174 0.0 0.1 0.0
C -2.33291 -4.41308 -0.09476 0.1 0.2 0.0
C -1.55431 -3.27852 0.00324 0.1 0.0 0.0
N -1.59582 -2.26115 -0.88694 -0.6 -1.0 0.4
C -1.92560 2.21217 -1.94441 0.1 0.1 -0.6
C -2.57637 2.61811 -3.10971 0.2 0.1 0.1
C -2.14728 3.78363 -3.72016 0.0 0.1 0.0
C -1.09822 4.49592 -3.15217 -0.1 -0.1 -0.1
C -0.54013 4.01106 -1.98051 0.1 -0.1 -0.1
N -0.94828 2.89815 -1.38042 -0.1 -0.1 -0.3
H -3.92687 -3.53007 -2.92782 0.0 0.0 0.0
H -3.84561 -5.39208 -1.27887 0.0 0.0 0.0
H -2.25555 -5.15324 0.68723 0.0 0.0 0.0
H -0.85883 -3.17043 0.82660 0.0 0.1 0.0
H -3.37916 2.02212 -3.52075 0.0 0.0 0.0
H -2.62199 4.12822 -4.63111 0.0 0.0 0.0
H -0.71646 5.40191 -3.60351 0.0 0.0 0.0
H 0.27159 4.54045 -1.49140 0.0 0.0 0.0
C 1.18878 -3.20756 4.29137 0.1 0.1 0.0
C 1.80025 -2.29171 3.22870 0.0 -0.1 0.2
C 2.90219 -3.02577 2.46808 0.0 0.0 0.0
C 2.36495 -1.03554 3.90707 -0.1 0.0 0.0
N 0.68602 -2.00021 2.31969 0.0 -0.1 -0.1
N 0.88183 -0.89672 1.43866 -0.3 -0.6 -0.5
H 1.96523 -3.57278 4.96886 0.0 0.0 0.0
H 0.69725 -4.05248 3.80976 0.0 0.0 0.0
H 0.42768 -2.67578 4.86395 0.0 0.0 0.0
H 3.74801 -3.22741 3.13183 0.0 0.0 0.0
H 3.25391 -2.44918 1.61196 0.0 0.0 0.0
H 2.51854 -3.97412 2.08728 0.0 0.0 0.0
H 3.06688 -1.31482 4.69627 0.0 0.0 0.0
H 1.55556 -0.45474 4.36009 0.0 0.0 0.0
H 2.90477 -0.40179 3.19904 0.0 0.0 0.0
H -0.11717 -1.74140 2.88194 -0.3 0.0 0.2
H 1.67225 -1.10527 0.81687 0.0 0.1 0.1
H 1.05573 -0.04871 1.96619 0.0 0.2 0.0
C 2.59679 1.57746 -2.74844 0.0 0.0 0.0
C 1.75197 0.65199 -3.34305 0.1 0.1 -0.1
C 0.74257 0.04368 -2.60856 -0.2 -0.2 0.0
C 0.53106 0.31973 -1.25966 0.5 0.0 0.4
C 1.40690 1.25486 -0.68379 0.0 0.0 0.0
C 2.41419 1.87650 -1.40455 0.0 0.0 0.0
H 3.39414 2.04505 -3.31614 0.0 0.0 0.0
H 1.88385 0.37623 -4.38382 0.0 0.0 0.0
H 0.11029 -0.67902 -3.10949 0.1 0.0 0.0
H 1.27803 1.54488 0.35597 0.0 0.0 0.0
H 3.06379 2.59172 -0.90919 0.0 0.0 0.0
F -0.91056 -6.35060 -2.13061 0.0 -0.1 0.0
C -0.37017 -5.32283 -2.80511 0.1 0.1 -0.1
C 0.72921 -4.69700 -2.36117 -0.2 -0.1 0.0
N 1.34585 -3.69801 -3.06699 0.0 0.0 -0.1
C 2.48996 -3.02096 -2.46613 0.1 0.1 0.1
C 2.14246 -2.40337 -1.08458 0.1 0.1 -0.1
O 3.07461 -1.80433 -0.51550 -0.1 -0.1 -0.1
O 0.96484 -2.55938 -0.69959 0.4 -0.3 -0.2
C 0.80034 -3.21245 -4.23288 -0.1 0.0 -0.1
O 1.29151 -2.33484 -4.91627 0.0 0.0 0.0
N -0.37915 -3.83806 -4.61813 0.1 0.1 0.0
C -1.02864 -4.91050 -4.03056 0.0 -0.1 0.2
O -2.01891 -5.41379 -4.52811 0.0 0.0 0.0
H 1.19362 -4.96536 -1.42389 0.0 0.0 0.0
H 2.78679 -2.22663 -3.14578 0.0 0.0 0.1
H 3.32600 -3.71596 -2.35941 0.0 0.0 0.0
H -0.83416 -3.41970 -5.41455 0.0 0.0 -0.1
O -1.56631 -0.59838 3.79851 0.1 -0.2 0.0
Se -2.69411 -1.48597 2.98793 0.2 0.0 0.3
O -4.20219 -1.12779 3.44594 -0.1 0.0 0.0
O -2.53226 -1.03267 1.36219 0.0 -0.1 -0.2
O -2.33393 -3.07128 3.09875 0.0 0.0 -0.1
C 0.98441 7.29977 2.74523 0.0 0.0 0.0
C 0.33698 5.98190 2.41013 0.1 0.0 0.0
C 0.78678 4.79826 2.97758 0.0 0.0 0.0
C 0.19923 3.57234 2.68186 -0.3 0.1 -0.1
C 0.76022 2.33402 3.31629 0.1 -0.1 0.1
C -0.89293 3.52338 1.79289 0.1 0.2 -0.4
Te -1.90862 1.65336 1.51288 0.1 -0.8 -0.2
C -1.35704 4.71618 1.21794 0.1 -0.1 0.1
C -2.53063 4.77074 0.28189 -0.3 0.2 0.0
C -0.73113 5.91952 1.53183 0.0 0.0 0.0
H 1.84934 7.15593 3.39327 0.0 0.0 0.0
H 0.28966 7.96651 3.26167 0.0 0.0 0.0
H 1.32253 7.81828 1.84545 0.0 0.0 0.0
H 1.62289 4.82479 3.66984 0.0 0.0 0.0
H 1.52020 2.58410 4.05911 0.0 0.0 0.0
H 1.23994 1.71724 2.55439 0.0 0.0 0.0
H -0.00046 1.71233 3.79294 -0.1 0.0 0.0
H -2.90275 3.78371 0.02002 0.0 0.0 0.1
H -2.26072 5.28004 -0.64639 -0.1 0.1 0.1
H -3.35426 5.32656 0.73854 0.0 0.0 0.0
H -1.09965 6.83574 1.07702 0.0 0.0 0.0